w:
A cluster of 10 separate species, C20H60O10 in total. Source: the OMol25 dataset; level of theory: ωB97M-V/def2-TZVPD.

Structure (XYZ):
```
90
Properties=species:S:1:pos:R:3
C -4.529 -3.115 1.007
C -3.713 -1.979 1.342
O -2.539 -2.439 1.955
H -5.503 -3.005 0.547
H -4.774 -3.657 1.941
H -4.009 -3.676 0.357
H -4.207 -1.348 2.113
H -3.379 -1.416 0.439
H -2.724 -2.996 2.571
C 0.091 5.736 -0.776
C -0.986 4.784 -0.335
O -2.281 5.056 -0.911
H 0.370 5.604 -1.784
H 0.889 5.439 0.065
H -0.008 6.889 -0.750
H -1.127 4.905 0.600
H -0.732 3.691 -0.490
H -2.795 4.420 -0.558
C 2.462 -2.010 -2.247
C 2.642 -3.392 -2.792
O 1.322 -3.675 -3.176
H 3.529 -1.807 -1.613
H 1.843 -1.851 -1.529
H 2.326 -1.227 -2.992
H 3.483 -3.945 -2.283
H 3.344 -3.261 -3.700
H 1.275 -4.531 -3.812
C 0.550 1.983 4.183
C 0.807 0.491 4.500
O 2.150 0.278 4.364
H -0.554 2.131 3.993
H 1.329 2.102 3.326
H 1.033 2.743 4.651
H 0.392 -0.336 3.914
H 0.455 0.381 5.533
H 2.309 -0.632 4.585
C 1.979 -4.076 1.539
C 3.154 -3.074 1.562
O 4.085 -3.449 2.535
H 1.404 -3.796 0.839
H 1.260 -3.923 2.479
H 2.204 -5.112 1.442
H 2.658 -2.023 1.801
H 3.612 -2.964 0.646
H 4.849 -3.042 1.933
C 1.107 0.582 0.635
C -0.286 0.030 0.655
O -0.119 -1.148 1.483
H 1.194 1.615 0.103
H 1.759 -0.165 0.174
H 1.615 0.995 1.360
H -0.601 -0.219 -0.331
H -1.001 0.823 1.077
H -0.902 -1.599 1.639
C -3.604 1.847 1.343
C -4.026 1.537 -0.121
O -4.072 2.778 -0.839
H -4.223 2.722 1.815
H -2.480 2.106 1.454
H -3.772 0.849 1.840
H -4.984 1.024 -0.155
H -3.146 0.878 -0.475
H -4.473 2.725 -1.726
C 6.255 0.149 -0.228
C 5.170 0.488 0.689
O 5.379 1.820 1.333
H 7.155 0.199 0.339
H 6.239 0.894 -1.144
H 5.902 -0.802 -0.778
H 5.119 -0.465 1.561
H 4.440 0.545 -0.047
H 5.183 1.881 2.127
C -1.383 3.242 -3.571
C -1.625 1.750 -3.298
O -0.482 1.072 -3.744
H -0.295 3.437 -2.991
H -2.214 3.842 -3.144
H -1.247 3.433 -4.627
H -2.403 1.304 -3.803
H -1.721 1.595 -2.206
H -0.637 0.268 -3.398
C -3.333 -1.444 -2.487
C -2.045 -2.124 -1.839
O -0.956 -1.693 -2.511
H -3.257 -0.413 -2.450
H -4.058 -1.870 -1.791
H -3.259 -1.720 -3.450
H -1.715 -3.208 -1.964
H -1.904 -2.081 -0.865
H -0.239 -2.334 -2.668
```

Results
Charge: 0
E_LUMO (eV): 0.24
SMILES string: CCO.CCO.CCO.CCO.CCO.CCO.CCO.CCO.CCO.CCO
Frontier orbital gap (Eh): 0.36324

Atomic partial charges in e from the Löwdin method, atoms 1 to 5: C -0.083; C -0.317; O -0.009; H 0.092; H 0.106



x:
A cluster of 10 separate species, C20H60O10 in total. Source: the OMol25 dataset; level of theory: ωB97M-V/def2-TZVPD.

Structure (XYZ):
```
90
Properties=species:S:1:pos:R:3
C 5.253 1.205 -0.409
C 3.854 0.777 -0.088
O 3.853 -0.530 0.490
H 5.361 2.178 -0.901
H 5.827 0.521 -1.036
H 5.875 1.302 0.490
H 3.344 0.647 -1.053
H 3.223 1.435 0.513
H 3.903 -0.449 1.463
C -0.848 -3.795 -3.639
C -0.513 -3.412 -2.224
O -0.922 -2.039 -2.011
H -0.501 -3.057 -4.366
H -1.935 -3.718 -3.763
H -0.559 -4.796 -3.957
H 0.564 -3.491 -2.075
H -1.083 -4.003 -1.511
H -1.858 -2.114 -1.718
C -3.905 -5.504 -1.768
C -4.133 -4.335 -0.821
O -3.474 -3.200 -1.364
H -4.482 -6.340 -1.351
H -2.896 -5.917 -1.715
H -4.208 -5.310 -2.791
H -3.761 -4.578 0.181
H -5.208 -4.138 -0.732
H -3.641 -2.444 -0.767
C -1.433 2.954 -4.049
C -0.308 3.067 -3.034
O -0.534 4.134 -2.109
H -2.418 2.714 -3.649
H -1.097 2.213 -4.779
H -1.547 3.896 -4.587
H 0.546 3.398 -3.642
H -0.061 2.165 -2.479
H -0.394 3.844 -1.207
C -4.482 -0.097 2.524
C -4.834 -0.915 1.283
O -3.678 -1.131 0.467
H -5.354 0.294 3.050
H -3.777 0.705 2.311
H -4.046 -0.808 3.228
H -5.660 -0.509 0.695
H -5.128 -1.917 1.602
H -3.078 -0.382 0.557
C 1.674 4.607 2.464
C 2.093 6.087 2.514
O 1.512 6.773 1.397
H 0.649 4.507 2.826
H 2.299 4.057 3.174
H 1.835 4.058 1.540
H 3.179 6.034 2.415
H 1.709 6.538 3.425
H 2.233 7.183 0.913
C 3.588 1.663 3.761
C 3.166 0.198 3.934
O 4.082 -0.634 3.202
H 3.238 2.198 2.882
H 4.674 1.737 3.806
H 3.184 2.193 4.631
H 2.171 -0.030 3.542
H 3.157 -0.062 4.994
H 4.671 -1.043 3.841
C 2.169 0.731 -4.967
C 1.602 -0.320 -4.005
O 0.207 -0.341 -4.046
H 3.244 0.852 -5.047
H 1.724 1.702 -4.731
H 1.752 0.460 -5.943
H 2.045 -0.081 -3.031
H 2.046 -1.282 -4.276
H -0.134 -0.726 -3.224
C 0.304 1.674 0.832
C -0.190 0.696 -0.209
O -0.754 -0.460 0.385
H -0.424 1.987 1.577
H 0.776 2.518 0.326
H 1.132 1.183 1.354
H 0.625 0.338 -0.852
H -0.915 1.162 -0.894
H -0.784 -1.173 -0.273
C -1.627 -3.323 4.342
C -1.534 -2.440 3.089
O -0.883 -1.244 3.466
H -0.617 -3.347 4.746
H -2.009 -4.300 4.042
H -2.360 -2.957 5.060
H -2.545 -2.190 2.753
H -1.029 -3.027 2.319
H -0.783 -0.679 2.689
```

Results
Charge: 0
E_LUMO (eV): 0.60
SMILES string: CCO.CCO.CCO.CCO.CCO.CCO.CCO.CCO.CCO.CCO
Frontier orbital gap (Eh): 0.38109

Atomic partial charges in e from the Löwdin method, atoms 1 to 5: C -0.095; C -0.323; O -0.091; H 0.072; H 0.076



y:
A cluster of 10 separate species, C20H60O10 in total. Source: the OMol25 dataset; level of theory: ωB97M-V/def2-TZVPD.

Structure (XYZ):
```
90
Properties=species:S:1:pos:R:3
C -3.391 3.360 0.268
C -2.402 4.074 1.209
O -1.981 3.081 2.126
H -3.001 2.370 0.015
H -3.568 3.823 -0.706
H -4.341 3.153 0.765
H -2.950 4.871 1.718
H -1.600 4.513 0.613
H -1.047 2.927 1.939
C 4.357 -2.400 -3.437
C 3.514 -1.272 -4.001
O 2.984 -0.544 -2.896
H 4.572 -3.207 -4.141
H 3.814 -2.942 -2.661
H 5.287 -1.975 -3.061
H 2.703 -1.737 -4.575
H 4.068 -0.540 -4.595
H 2.351 0.070 -3.295
C -4.754 -1.200 2.840
C -3.930 -0.149 2.132
O -3.243 0.582 3.133
H -5.530 -1.657 2.226
H -5.278 -0.751 3.689
H -4.195 -1.978 3.363
H -4.612 0.598 1.697
H -3.342 -0.506 1.278
H -2.939 1.381 2.677
C -3.255 -3.929 1.240
C -4.569 -3.951 0.510
O -5.407 -4.957 1.099
H -2.549 -4.659 0.848
H -3.294 -3.926 2.327
H -2.836 -2.938 1.029
H -4.388 -4.123 -0.556
H -5.025 -2.958 0.514
H -6.225 -5.009 0.596
C 3.564 -1.020 4.098
C 3.889 0.417 4.406
O 3.650 1.237 3.273
H 4.056 -1.364 3.185
H 2.508 -1.128 3.839
H 3.880 -1.772 4.822
H 4.910 0.525 4.787
H 3.254 0.866 5.174
H 4.285 0.939 2.609
C 1.655 1.311 -6.307
C 1.376 1.994 -4.965
O 0.800 0.982 -4.118
H 2.051 2.036 -7.024
H 0.716 0.899 -6.679
H 2.393 0.517 -6.214
H 0.708 2.849 -5.071
H 2.312 2.236 -4.462
H -0.019 0.665 -4.541
C 4.815 -0.346 -0.203
C 5.922 -0.947 0.624
O 5.923 -0.400 1.937
H 4.911 0.741 -0.125
H 3.774 -0.620 -0.029
H 4.906 -0.566 -1.266
H 6.895 -0.796 0.147
H 5.788 -2.036 0.677
H 6.835 -0.502 2.226
C -3.739 0.109 -3.611
C -2.929 0.367 -4.894
O -1.763 1.158 -4.730
H -3.157 -0.268 -2.772
H -4.513 -0.605 -3.886
H -4.127 1.088 -3.322
H -3.629 0.844 -5.585
H -2.628 -0.587 -5.327
H -2.050 2.042 -4.477
C -0.796 2.212 5.171
C 0.342 1.460 4.531
O 1.190 2.377 3.813
H -0.430 2.871 5.958
H -1.539 1.516 5.559
H -1.261 2.802 4.384
H -0.039 0.782 3.761
H 0.945 0.916 5.263
H 1.995 1.887 3.570
C -0.004 -0.537 0.973
C 0.047 -0.710 -0.560
O -1.076 0.038 -1.027
H 0.737 -1.081 1.558
H -0.904 -1.038 1.357
H -0.237 0.496 1.225
H -0.088 -1.737 -0.907
H 1.063 -0.388 -0.806
H -1.171 -0.226 -1.949
```

Results
Charge: 0
E_LUMO (eV): 0.33
SMILES string: CCO.CCO.CCO.CCO.CCO.CCO.CCO.CCO.CCO.CCO
Frontier orbital gap (Eh): 0.35030

Atomic partial charges in e from the Löwdin method, atoms 1 to 5: C -0.086; C -0.279; O -0.101; H 0.061; H 0.066



Least stable: w



w:
A cluster of 2 separate species, C10H10FN in total. Source: the OMol25 dataset; level of theory: ωB97M-V/def2-TZVPD.

Structure (XYZ):
```
22
Properties=species:S:1:pos:R:3
C -3.246 -0.610 -0.237
C -2.454 -1.002 0.854
C -1.066 -0.846 0.964
C -0.335 -0.506 -0.224
N 1.018 -0.264 -0.211
C 1.867 -0.865 0.631
C 3.135 -0.435 0.323
C 3.044 0.581 -0.570
C 1.688 0.612 -0.973
C -1.108 -0.186 -1.373
C -2.476 -0.130 -1.307
H -4.299 -0.796 -0.073
H -3.102 -1.253 1.673
H -0.420 -1.273 1.713
H 1.653 -1.669 1.428
H 4.109 -0.665 0.820
H 3.833 0.978 -1.061
H 1.161 1.046 -1.735
H -0.637 0.305 -2.220
H -2.920 0.331 -2.227
F 0.040 2.903 1.747
H 0.514 3.745 2.057
```

Results
Charge: 0
E_LUMO (eV): 0.73
SMILES string: c1ccc(-n2cccc2)cc1.F
Frontier orbital gap (Eh): 0.32531

Atomic partial charges in e from the Löwdin method, atoms 1 to 5: C -0.075; C -0.095; C 0.009; C -0.172; N -0.085



x:
A cluster of 2 separate species, C10H10FN in total. Source: the OMol25 dataset; level of theory: ωB97M-V/def2-TZVPD.

Structure (XYZ):
```
22
Properties=species:S:1:pos:R:3
F 1.507 0.749 -1.295
C 0.767 0.967 -0.126
C -0.600 0.442 -0.187
C -0.863 -0.749 -0.893
C -2.201 -1.174 -1.004
C -3.158 -0.531 -0.147
C -2.713 0.583 0.596
N -1.444 0.939 0.657
C 0.987 2.343 0.500
C 1.561 1.176 1.200
H -0.110 -1.212 -1.573
H -2.590 -1.967 -1.677
H -4.107 -0.807 -0.143
H -3.301 1.087 1.342
H 0.020 2.685 0.848
H 1.702 3.055 -0.065
H 2.627 1.217 1.360
H 0.964 0.849 1.994
C 2.112 -2.158 -0.546
C 2.483 -2.021 -1.684
H 1.877 -2.357 0.470
H 3.147 -2.037 -2.603
```

Results
Charge: 0
E_LUMO (eV): 0.93
SMILES string: FC1(c2ccccn2)CC1.C#C
Frontier orbital gap (Eh): 0.36356

Atomic partial charges in e from the Löwdin method, atoms 1 to 5: F -0.008; C -0.363; C -0.244; C -0.006; C -0.033



Least stable: x



w:
A structure of composition C36H30N5O8S4W. Source: the OMol25 dataset; level of theory: ωB97M-V/def2-TZVPD.

Structure (XYZ):
```
84
Properties=species:S:1:pos:R:3
W 0.565 -0.001 -0.845
C -3.152 -0.037 1.431
C -2.223 -0.087 0.228
N -0.892 0.395 0.507
N -0.823 1.461 1.347
C 0.321 2.035 1.167
O 1.068 1.643 0.147
C 0.896 2.984 2.130
C 2.194 3.449 1.955
C 2.756 4.299 2.896
C 2.028 4.695 4.006
C 0.722 4.243 4.173
C 0.158 3.392 3.242
C -2.030 -1.156 -1.888
C -2.947 -1.727 -2.789
C -2.742 -1.571 -4.133
C -1.592 -0.913 -4.582
C -0.647 -0.533 -3.664
N -0.838 -0.748 -2.349
H -2.636 -0.356 2.334
H -4.014 -0.684 1.289
H -3.507 0.979 1.593
H 2.759 3.132 1.089
H 3.771 4.649 2.759
H 2.472 5.353 4.743
H 0.145 4.551 5.036
H -0.858 3.039 3.356
H -3.825 -2.227 -2.411
H -3.448 -1.986 -4.841
H -1.401 -0.758 -5.634
H 0.298 -0.100 -3.950
C -2.796 -2.645 0.021
C -1.891 -1.516 -0.412
N -0.473 -1.763 -0.263
N -0.162 -2.640 0.732
C 0.918 -2.364 1.362
S 1.770 -0.895 1.081
S 1.592 -3.467 2.587
C 0.148 -3.553 3.691
C -0.009 -2.316 4.530
C 0.441 -2.277 5.844
C 0.339 -1.114 6.594
C -0.211 0.030 6.034
C -0.658 0.003 4.721
C -0.559 -1.163 3.978
C -2.843 0.722 -0.956
C -4.245 0.837 -1.066
C -4.859 1.754 -1.885
C -4.057 2.671 -2.584
C -2.687 2.637 -2.471
C -2.039 1.667 -1.645
O -0.727 1.677 -1.614
H -2.508 -3.575 -0.469
H -3.834 -2.418 -0.228
H -2.727 -2.797 1.096
H 0.308 -4.427 4.323
H -0.726 -3.737 3.068
H 0.884 -3.164 6.282
H 0.698 -1.100 7.615
H -0.280 0.942 6.613
H -1.068 0.891 4.253
H -0.874 -1.172 2.945
H -4.867 0.130 -0.529
H -5.936 1.790 -1.978
H -4.530 3.410 -3.221
H -2.043 3.337 -2.988
O 2.372 -3.543 -3.019
S 2.760 -2.391 -2.250
O 3.644 -2.591 -1.140
O 1.552 -1.581 -1.923
C 3.652 -1.340 -3.420
C 4.274 -2.019 -4.455
C 5.039 -1.346 -5.400
C 5.189 0.029 -5.323
C 4.562 0.726 -4.299
C 3.801 0.048 -3.355
S 2.964 1.078 -2.164
O 3.544 2.380 -2.227
O 2.968 0.376 -0.872
O 1.512 0.997 -2.572
H 4.146 -3.091 -4.516
H 5.512 -1.902 -6.198
H 5.783 0.563 -6.052
H 4.661 1.798 -4.217
```

Results
Charge: -1
E_LUMO (spin up / spin down) (eV): 1.55 / 1.55
Frontier orbital gap (spin up / spin down) (Eh): 0.21564 / 0.21572

Atomic partial charges in e from the Löwdin method, atoms 1 to 5: W 1.843; C -0.016; C -0.355; N -0.192; N 0.148



x:
A structure of composition C36H30N5O8S4W. Source: the OMol25 dataset; level of theory: ωB97M-V/def2-TZVPD.

Structure (XYZ):
```
84
Properties=species:S:1:pos:R:3
W 0.412 0.707 -0.507
C -2.461 3.908 0.784
C -1.800 2.658 0.307
N -0.513 2.492 0.253
N 0.276 3.565 0.599
C 1.479 3.359 0.121
O 1.783 2.323 -0.558
C 2.530 4.380 0.327
C 2.212 5.659 0.773
C 3.216 6.594 0.960
C 4.538 6.251 0.708
C 4.855 4.973 0.270
C 3.854 4.033 0.077
C -2.524 1.521 -0.160
C -3.922 1.459 -0.214
C -4.531 0.315 -0.655
C -3.723 -0.763 -1.025
C -2.360 -0.641 -0.956
N -1.738 0.488 -0.541
H -1.716 4.579 1.195
H -3.204 3.675 1.550
H -2.972 4.409 -0.042
H 1.176 5.903 0.969
H 2.969 7.591 1.306
H 5.324 6.982 0.860
H 5.886 4.700 0.089
H 4.079 3.021 -0.232
H -4.494 2.322 0.095
H -5.610 0.246 -0.713
H -4.143 -1.690 -1.386
H -1.729 -1.464 -1.244
C 1.101 -2.749 -3.425
C 0.638 -2.027 -2.188
N 0.309 -0.756 -2.223
N 0.153 -0.321 -3.546
C -0.097 0.914 -3.725
S -0.197 2.101 -2.503
S -0.427 1.446 -5.375
C -0.962 -0.122 -6.103
C -2.209 -0.702 -5.490
C -3.382 0.044 -5.413
C -4.535 -0.506 -4.877
C -4.530 -1.810 -4.400
C -3.361 -2.554 -4.453
C -2.209 -1.999 -4.995
C 0.547 -2.844 -0.986
C 0.755 -4.237 -1.056
C 0.582 -5.055 0.033
C 0.188 -4.497 1.257
C -0.006 -3.147 1.366
C 0.187 -2.298 0.255
O -0.013 -1.026 0.435
H 1.279 -2.065 -4.242
H 0.373 -3.503 -3.732
H 2.030 -3.251 -3.156
H -0.142 -0.836 -6.047
H -1.129 0.125 -7.154
H -3.382 1.071 -5.760
H -5.438 0.090 -4.822
H -5.432 -2.239 -3.980
H -3.338 -3.565 -4.064
H -1.290 -2.574 -5.017
H 1.054 -4.687 -1.991
H 0.748 -6.121 -0.059
H 0.056 -5.131 2.126
H -0.283 -2.678 2.301
O 3.442 -2.087 -1.445
S 3.518 -0.979 -0.515
O 4.767 -0.278 -0.483
O 2.373 -0.053 -0.708
C 3.239 -1.694 1.101
C 3.552 -3.044 1.211
C 3.412 -3.711 2.416
C 2.937 -3.031 3.523
C 2.611 -1.688 3.420
C 2.761 -1.003 2.220
S 2.377 0.757 2.283
O 2.098 1.025 3.671
O 3.486 1.449 1.694
O 1.094 0.926 1.511
H 3.893 -3.562 0.325
H 3.660 -4.763 2.480
H 2.816 -3.540 4.472
H 2.247 -1.136 4.275
```

Results
Charge: -1
E_LUMO (spin up / spin down) (eV): 1.83 / 1.83
Frontier orbital gap (spin up / spin down) (Eh): 0.22346 / 0.22301

Atomic partial charges in e from the Löwdin method, atoms 1 to 5: W 1.644; C -0.015; C -0.279; N -0.140; N 0.106



Least stable: w